The following is a DFT calculation (ωB97M-V/def2-TZVPD) of a molecular structure, C2F6NNiO3S2.

The total charge is 0. For the HOMO energy (alpha / beta), the calculation gives -10.16 / -10.34 eV. Its spin multiplicity is 4. The total energy comes out at -3260.42021 a.u.

```
15
Properties=species:S:1:pos:R:3:forces:R:3:nbo_charge:R:1
O 1.686572 2.762916 -0.506427 -0.910 -0.435 1.617 -0.6383
Ni 0.672312 1.931487 0.776394 1.224 0.489 -2.306 1.3239
N 0.004015 -0.886338 0.087149 0.366 0.405 -0.694 -1.0872
S 1.174569 0.014802 -0.914972 -1.653 -0.522 2.032 0.4101
C 2.658894 -0.773071 -0.156809 -0.217 -0.088 -0.086 0.8471
F 2.754012 -2.037543 -0.544904 -0.008 -0.088 -0.053 -0.3027
F 2.635744 -0.753473 1.168585 -0.066 0.180 0.175 -0.3082
F 3.730531 -0.112555 -0.582438 0.043 0.138 -0.108 -0.3063
S -1.236126 -0.236060 0.765795 -0.308 -1.482 0.575 2.1682
O -1.015309 1.202523 1.176361 0.048 0.006 0.167 -1.0730
O -1.864905 -1.067081 1.785806 1.226 1.291 -1.599 -0.8614
C -2.563158 -0.044250 -0.533347 0.177 -0.190 0.682 0.7363
F -2.153680 0.788560 -1.475459 0.272 0.285 -0.401 -0.3123
F -2.820275 -1.225671 -1.066502 0.020 -0.113 -0.088 -0.2964
F -3.663191 0.435758 0.020765 -0.213 0.125 0.090 -0.2998
```
Positions in Å, forces in eV/Å.

=====

The following is a DFT calculation (ωB97M-V/def2-TZVPD) of a molecular structure, C2F6NO4S2Se2Te2Zn.

The total charge is -1. For the HOMO energy, the calculation gives -4.06 eV. The value obtained for the energy relative to the best compared isomer or geometry (same formula, charge and spin) is 0.0 kcal per mole. The total energy comes out at -8945.88313 a.u.

```
20
Properties=species:S:1:pos:R:3:forces:R:3:nbo_charge:R:1
Zn 0.553224 0.144100 -0.140598 2.493 -0.055 -1.560 1.4470
Se -1.008414 -1.419557 0.179516 -1.285 -2.809 -1.386 -0.7947
Te 0.095972 -3.317145 -1.099594 0.194 -0.113 0.221 0.0165
Te 1.560006 -1.998503 -2.962738 -0.285 0.136 -0.006 0.0298
Se 2.596715 -0.188798 -1.561217 -0.469 0.232 0.691 -0.7809
F -1.175509 1.378819 4.820437 0.019 -0.147 -0.113 -0.3203
C -1.110495 1.900752 3.587248 0.094 0.208 0.558 0.7346
F -2.248412 2.565764 3.384089 0.026 -0.112 -0.015 -0.3139
F -0.099546 2.763628 3.584580 0.008 -0.083 -0.091 -0.3057
S -0.886953 0.508746 2.332358 -0.251 0.990 1.637 2.2326
O 0.471452 0.746395 1.846021 0.392 0.221 0.217 -1.0314
O -1.165109 -0.657972 3.089641 -0.271 0.006 0.049 -0.8740
N -1.970152 0.879817 1.242153 0.127 0.016 0.215 -1.1788
S -1.479357 2.056864 0.311962 -1.150 0.717 -0.093 2.2266
O -0.741950 1.607380 -0.854387 0.044 0.344 -0.174 -0.9911
O -0.941877 3.157543 1.039269 0.160 0.662 -0.236 -0.9203
C -3.125253 2.594228 -0.341277 -0.323 -0.168 -0.012 0.7406
F -3.762105 1.589353 -0.932533 0.129 -0.008 0.027 -0.3000
F -2.985627 3.582824 -1.224537 0.250 -0.047 0.096 -0.3090
F -3.871610 3.035861 0.670805 0.097 0.008 -0.025 -0.3077
```
Positions in Å, forces in eV/Å.

=====

The following is a DFT calculation (ωB97M-V/def2-TZVPD) of a single C2F8NOPS molecule.

The total charge is 0. For the HOMO energy, the calculation gives -10.29 eV. The value obtained for the energy relative to the best compared isomer or geometry (same formula, charge and spin) is 71.3 kcal per mole. The total energy comes out at -1744.62112 a.u.

```
14
Properties=species:S:1:pos:R:3:forces:R:3:nbo_charge:R:1
C 1.205162 -1.557830 -0.280035 -2.010 -1.360 -0.737 0.7894
C 0.818170 1.482605 -0.486960 -3.258 -0.165 0.130 0.8125
N 1.033859 0.018614 2.145929 -0.450 0.203 -1.925 -0.8606
O -1.031803 -0.254133 0.536461 -0.330 -0.198 -0.723 -1.0789
F 0.437696 -1.632407 -1.389913 0.247 0.665 -0.233 -0.3318
F 1.037072 -2.741485 0.300883 -0.436 0.398 1.186 -0.3050
F 2.456573 -1.513807 -0.600134 1.150 1.279 -0.262 -0.2853
F 1.029456 1.211698 -1.757072 0.235 -0.557 -0.026 -0.2964
F -0.451154 2.056323 -0.402359 1.788 -0.116 -0.184 -0.3428
F 1.700972 2.310005 -0.055740 0.682 0.280 0.643 -0.2713
F -3.253482 -0.324705 1.460893 0.305 -0.120 -0.915 -0.5672
F -2.904147 1.270877 -0.243532 0.257 -0.669 0.039 -0.5651
P -2.616069 -0.274767 -0.008408 -0.043 0.590 1.135 1.7701
S 0.537699 -0.050992 0.779992 1.862 -0.230 1.872 1.5323
```
Positions in Å, forces in eV/Å.

=====

The following is a DFT calculation (ωB97M-V/def2-TZVPD) of a molecular structure, C2H10AgF6NO9S2.

The total charge is +2. For the HOMO energy (alpha / beta), the calculation gives -18.61 / -18.52 eV. Its spin multiplicity is 3. The total energy comes out at -2355.79530 a.u.

```
31
Properties=species:S:1:pos:R:3:forces:R:3:nbo_charge:R:1
Ag -0.383924 1.108309 -0.760154 0.304 -0.028 -0.560 1.5259
C -1.223873 -1.769928 2.557600 0.902 0.039 3.538 0.7951
F -2.116138 -2.590811 3.163042 0.607 1.942 -1.969 -0.2488
F -1.284988 -0.470846 3.103733 -0.289 -2.726 -1.909 -0.3015
F -0.030309 -2.280188 2.906406 -0.355 0.689 -0.763 -0.2982
S -1.286053 -1.790260 0.640210 -4.177 -1.271 -0.738 2.0473
O -1.387819 -3.192084 0.204320 1.899 2.675 0.881 -0.7482
O -2.458895 -1.033947 0.237175 1.823 0.246 0.881 -0.8827
N 0.163335 -0.792331 0.075270 -1.746 -2.948 1.727 -1.0831
S 1.335140 -1.864978 -0.116235 -0.332 -1.432 -1.096 2.1254
O 1.237054 -3.185676 0.493568 -0.202 2.082 0.016 -0.6411
O 1.906271 -1.748644 -1.406729 0.669 0.297 -0.504 -0.8246
C 2.742331 -1.046971 1.060462 0.413 2.253 2.130 0.9422
F 3.574286 -1.988036 1.237580 0.214 -0.313 0.379 -0.1967
F 3.291077 -0.050768 0.351017 -1.043 -0.968 0.815 -0.2651
F 2.124080 -0.599713 2.198774 1.374 -0.972 -2.491 -0.2495
O -1.694581 -0.146635 -2.205824 0.302 0.445 -0.394 -0.9677
H -2.643287 -0.019866 -2.194818 -0.482 0.109 0.076 0.5156
H -1.578283 -1.068311 -2.436531 0.179 -0.431 -0.195 0.5128
O 1.541578 0.947572 -2.068828 -0.118 0.181 0.034 -0.9790
H 1.962742 1.673027 -2.529882 0.011 0.514 -0.231 0.5151
H 2.227586 0.285161 -1.986224 0.134 -0.601 -0.065 0.5161
O -0.823407 2.804442 -2.078791 0.246 -0.022 0.403 -0.9501
H -1.300221 3.605669 -1.862217 -0.248 0.372 0.419 0.5272
H -0.865292 2.750891 -3.033581 0.065 -0.431 -0.559 0.5308
O 1.339270 2.149367 0.647458 -0.438 -0.165 -0.105 -0.9837
H 1.199810 2.645326 1.454187 -0.178 0.242 0.390 0.5110
H 2.289627 2.138344 0.533762 0.342 0.030 -0.262 0.5077
O -2.315253 1.720660 0.392785 0.350 0.365 -0.072 -0.9896
H -3.148947 1.273214 0.537604 -0.259 -0.591 -0.018 0.5276
H -2.392916 2.538010 0.884861 0.035 0.418 0.239 0.5098
```
Positions in Å, forces in eV/Å.

=====

The following is a DFT calculation (ωB97M-V/def2-TZVPD) of 2 unconnected molecules or ions with the total composition C2H10ClN7.

The total charge is +2. For the HOMO energy (alpha / beta), the calculation gives -17.25 / -17.25 eV. The value obtained for the energy relative to the best compared isomer or geometry (same formula, charge and spin) is 17.0 kcal per mole. The total energy comes out at -924.90519 a.u.

```
20
Properties=species:S:1:pos:R:3:forces:R:3:nbo_charge:R:1
C 1.569238 0.979605 -1.294442 1.083 -0.971 -1.279 0.0559
C -0.316425 1.320895 -0.107983 -0.308 -0.509 -2.336 0.5605
N 1.647670 0.348819 -0.022606 -0.982 0.793 1.787 -0.1188
N 0.566356 0.494046 0.606747 2.188 1.028 1.256 -0.1570
N 0.259522 1.580717 -1.303208 1.415 -0.086 0.658 -0.5643
N -1.573254 1.450768 0.214855 3.136 -0.276 0.766 -0.2789
N -0.358168 -1.451252 0.156665 0.195 -1.389 -1.106 -0.6165
N -1.972246 0.972714 1.436915 -1.137 -0.827 0.160 -0.6507
N 0.753954 -2.155383 0.686871 0.093 1.586 -0.431 -0.5078
Cl 1.673618 -0.528433 -2.356696 -0.375 0.342 -0.143 -0.0075
H 2.556727 1.464121 -1.579072 -1.731 0.363 0.431 0.3158
H 0.021679 2.227684 -2.013264 -0.591 0.769 -0.562 0.4661
H -2.157870 1.786453 -0.522556 -1.274 0.401 0.201 0.4592
H -1.195683 -1.509515 0.701558 -0.416 -0.587 0.315 0.4202
H -2.943974 1.121445 1.636390 -0.082 0.264 0.242 0.4321
H -1.303375 0.857213 2.202655 -0.235 0.692 -0.748 0.4373
H -0.397210 -1.773711 -0.797946 -0.919 0.056 -0.303 0.4091
H 1.635947 -1.661918 0.440990 -0.132 0.564 0.933 0.4638
H 0.898530 -3.028273 0.312672 0.048 -2.996 -2.396 0.4290
H 0.634964 -2.495994 1.601454 0.023 0.783 2.555 0.4524
```
Positions in Å, forces in eV/Å.

=====

The following is a DFT calculation (ωB97M-V/def2-TZVPD) of a molecular structure, C2H10F6MnNO9S2.

The total charge is +1. For the HOMO energy (alpha / beta), the calculation gives -12.65 / -12.64 eV. Its spin multiplicity is 6. The value obtained for the energy relative to the best compared isomer or geometry (same formula, charge and spin) is 125.1 kcal per mole. The total energy comes out at -3360.31056 a.u.

```
31
Properties=species:S:1:pos:R:3:forces:R:3:nbo_charge:R:1
Mn 0.371986 -0.490419 -1.467215 0.015 0.376 0.842 1.8220
C 0.474889 3.119962 1.997515 0.790 0.195 2.296 0.7918
F -0.691334 3.739696 2.075579 0.956 -0.388 -0.378 -0.2780
F 1.073977 3.363053 0.838922 -0.264 -0.336 -0.397 -0.3259
F 1.313866 3.671841 2.975107 -1.427 -1.361 -1.420 -0.3256
S 0.300354 1.141819 2.359754 0.631 1.138 2.351 2.0830
O 1.650444 0.600619 2.339528 -1.105 0.251 -1.907 -0.9138
O -0.299353 1.036372 3.686889 0.587 0.254 -2.387 -0.8543
N -0.760653 0.668822 1.036228 5.691 -0.208 0.602 -1.2805
S -2.189929 0.797972 1.578593 -5.865 1.550 -0.149 2.1518
O -2.415608 1.928575 2.470494 0.085 -2.118 -0.983 -0.8760
O -3.038731 0.779498 0.372536 1.001 -0.976 1.570 -0.9420
C -2.515485 -0.885695 2.567655 1.444 0.994 0.329 0.7749
F -1.964577 -1.884682 1.832226 -0.569 0.272 -0.006 -0.3429
F -1.947504 -0.944800 3.779017 -0.097 0.220 -0.805 -0.2975
F -3.790121 -1.037692 2.743050 -0.934 -0.307 -0.537 -0.2848
O -1.163011 -2.910348 -2.062519 0.670 0.866 0.120 -0.9908
H -1.452147 -3.602157 -1.467515 -0.123 -0.113 0.484 0.5096
H -1.388449 -3.234144 -2.934621 -0.053 0.042 -0.389 0.5006
O 1.702517 -1.834551 -3.663419 -0.533 0.477 0.790 -0.9923
H 1.975707 -2.751472 -3.692625 0.022 -0.373 0.158 0.5031
H 2.002338 -1.468191 -4.495354 0.085 0.358 -0.277 0.5072
O 2.734593 1.016094 -1.250454 -0.974 -0.898 -0.439 -0.9937
H 3.452418 0.439767 -0.988148 0.271 -0.291 0.141 0.5004
H 2.992852 1.881152 -0.932328 -0.248 0.501 0.216 0.5178
O -0.997567 1.377471 -3.440979 0.714 -0.753 0.517 -0.9841
H -1.414686 2.197203 -3.175854 -0.125 0.355 0.327 0.5086
H -1.554976 1.040459 -4.142375 -0.187 -0.190 -0.256 0.4972
O 2.241781 -2.349976 0.199420 -0.507 0.433 -0.759 -0.9837
H 2.743804 -2.218105 1.003676 0.006 0.329 0.472 0.5098
H 2.552605 -3.188141 -0.142783 0.045 -0.300 -0.124 0.4881
```
Positions in Å, forces in eV/Å.

=====

Look up the total charge of the first one. 0

=====

total charge of number 4 (C2H10AgF6NO9S2)? +2

=====

Which value of total charge does entry 1 give? 0